(1)
Below is a cluster of 2 separate species, C5H7FO9PS in total, with properties calculated with wB97M-V/def2-TZVPD.

The geometry in XYZ format:
```
24
Properties=species:S:1:pos:R:3
O 2.15885 2.30048 1.21820
C 0.94836 1.88738 0.79097
O 0.65207 1.12620 -0.45455
C -0.35263 0.07707 -0.08129
C -0.85670 0.59144 1.40762
P 0.34516 -0.33261 2.56868
O 0.22019 0.18177 4.22768
O 0.16121 -2.05355 2.37437
S -2.59245 0.18993 1.98610
O -2.72595 0.70565 3.47109
O -2.84534 -1.36555 1.96973
F -3.84689 0.87832 1.03587
O -0.38724 1.99634 1.41528
H -1.25098 -0.10598 -0.81119
H 0.31039 -0.90104 -0.08369
H -0.43333 -0.37918 4.75322
H 1.02346 -2.36846 1.92761
C 1.81296 0.01813 -4.21591
C 0.71978 -0.84707 -3.61312
O -0.22725 -1.14152 -4.39422
O 0.90019 -1.16162 -2.40340
H 1.60032 0.25640 -5.26256
H 1.89468 0.95547 -3.65768
H 2.77112 -0.50799 -4.16881
```

Results
highest occupied orbital energy	-4.48	eV
orbital gap	5.75	eV
calculated total energy	-1711.19047	a.u.
net charge	-1
energy above the lowest of the compared OMol25 structures with the same formula, charge and spin	97.8	kcal/mol

The computed Löwdin charges, all in e, follow: atom 1 (O): 0.03, atom 2 (C): -0.27, atom 3 (O): -0.03, atom 4 (C): -0.10, atom 5 (C): -0.53, atom 6 (P): 1.03, atom 7 (O): -0.29, atom 8 (O): -0.31, atom 9 (S): 0.91, atom 10 (O): -0.37, atom 11 (O): -0.34, atom 12 (F): -0.26, atom 13 (O): -0.04, atom 14 (H): 0.17, atom 15 (H): 0.13, atom 16 (H): 0.08, atom 17 (H): 0.10, atom 18 (C): -0.06, atom 19 (C): -0.78, atom 20 (O): -0.11, atom 21 (O): -0.12, atom 22 (H): 0.05, atom 23 (H): 0.06, atom 24 (H): 0.06

***

(2)
Below is the molecule C6H8OS, with properties calculated with wB97M-V/def2-TZVPD.

The geometry in XYZ format:
```
16
Properties=species:S:1:pos:R:3
C 2.14434 -0.46611 -0.59818
C 1.12708 -0.04848 0.18164
C 0.85756 1.36682 0.60641
C -1.26009 0.22389 -0.46454
C -2.03752 -1.03139 -0.21415
C -0.97847 -0.56432 0.71020
H 2.18448 -1.48681 -1.25506
H 2.97094 0.31483 -0.86062
H 1.46115 2.09576 0.31877
H 0.69730 1.62484 1.66029
H -0.50521 0.03532 -1.17798
H -3.20186 -0.86167 0.09863
H -1.81367 -1.55347 -1.30347
H -1.29157 -0.47980 1.77601
O 0.41316 -0.97703 0.68300
S -0.76763 1.80762 -0.16096
```

Results
highest occupied orbital energy	-8.34	eV
orbital gap	9.21	eV
calculated total energy	-706.63009	a.u.
SMILES	C=C1CS[C@@H]2C[C@H]2O1
net charge	0
energy above the lowest of the compared OMol25 structures with the same formula, charge and spin	135.6	kcal/mol

The computed Löwdin charges, all in e, follow: atom 1 (C): 0.07, atom 2 (C): -0.56, atom 3 (C): -0.31, atom 4 (C): -0.66, atom 5 (C): -0.03, atom 6 (C): -0.32, atom 7 (H): 0.12, atom 8 (H): 0.09, atom 9 (H): 0.02, atom 10 (H): 0.09, atom 11 (H): 0.06, atom 12 (H): 0.16, atom 13 (H): 0.18, atom 14 (H): 0.18, atom 15 (O): 0.01, atom 16 (S): 0.92

***

(3)
Below is a structure of composition C19H42P2PbSi, with properties calculated with wB97M-V/def2-TZVPD.

The geometry in XYZ format:
```
65
Properties=species:S:1:pos:R:3
P 2.04608 1.07997 -1.53286
P 0.48421 -2.89461 -2.14426
C 2.61040 -0.60848 -2.23012
C 1.55459 -1.49620 -2.88323
H 3.28286 -0.99971 -1.41902
H 3.36337 -0.37906 -3.00474
H 0.75402 -0.83855 -3.26186
H 2.02031 -1.95706 -3.77355
C 1.49292 -3.61991 -0.79615
H 0.85165 -3.86782 0.07208
H 2.24780 -2.87930 -0.47042
H 2.03943 -4.53170 -1.09920
C 0.69577 -4.08324 -3.52243
H 1.61279 -4.68413 -3.51426
H 0.66522 -3.50834 -4.45518
H -0.16512 -4.75764 -3.52545
C 3.37090 1.73264 -0.39402
H 3.04209 2.72509 -0.04883
H 4.35107 1.85953 -0.87194
H 3.52878 1.11964 0.51173
C 2.41422 1.94640 -3.06118
H 1.92843 1.34292 -3.83569
H 3.48947 2.02685 -3.25197
H 1.93174 2.91744 -2.96276
Pb 1.65454 -0.61847 0.84444
C 4.55796 -2.60098 -2.10837
C 4.78600 -2.85278 -0.79853
C 6.12460 -2.65429 -0.16566
C 6.76543 -1.32658 -0.53469
C 5.80061 -0.18175 -0.72931
C 5.55575 0.31786 -1.96227
C 5.73040 -0.48918 -3.23448
C 5.53661 -2.02238 -3.09178
C 0.73934 1.45681 1.61459
H 3.64102 -3.01005 -2.57660
H 4.11210 -3.47686 -0.20163
H 6.84460 -3.42414 -0.49618
H 6.00692 -2.72897 0.92237
H 7.48832 -1.03597 0.25183
H 7.34314 -1.40800 -1.47048
H 5.44883 0.30149 0.18780
H 5.58518 1.40477 -2.16863
H 6.75713 -0.37045 -3.63725
H 5.04884 -0.05854 -3.99003
H 5.21212 -2.35602 -4.09106
H 6.51702 -2.48385 -2.90763
H -0.29649 1.52764 1.25228
H 1.26664 2.36564 1.34268
H 0.68443 1.33782 2.70916
C -2.25919 -2.70212 1.21631
Si -2.42558 -1.02525 0.40132
C -3.66127 -1.29022 -0.99513
C -3.36423 0.07353 1.60694
C -0.70842 -0.44547 -0.15333
H -3.17798 -2.97261 1.75605
H -1.42988 -2.65153 1.93084
H -2.05301 -3.46662 0.45832
H -4.58353 -1.74425 -0.58897
H -3.94939 -0.34154 -1.47208
H -3.26689 -1.97214 -1.76082
H -2.67988 0.67676 2.21344
H -4.05524 0.75106 1.08773
H -3.96674 -0.53367 2.29948
H -0.50400 -0.85963 -1.17496
H -0.75935 0.64191 -0.32735
```

Results
highest occupied orbital energy (alpha / beta)	-14.02 / -14.02	eV
orbital gap (alpha / beta)	3.69 / 4.68	eV
calculated total energy	-1913.32167	a.u.
net charge	+2
energy above the lowest of the compared OMol25 structures with the same formula, charge and spin	85.8	kcal/mol

The computed Löwdin charges, all in e, follow: atom 1 (P): 0.85, atom 2 (P): 1.13, atom 3 (C): -0.47, atom 4 (C): -0.35, atom 5 (H): 0.01, atom 6 (H): 0.06, atom 7 (H): 0.08, atom 8 (H): 0.10, atom 9 (C): -0.28, atom 10 (H): 0.06, atom 11 (H): -0.08, atom 12 (H): 0.08, atom 13 (C): -0.22, atom 14 (H): 0.08, atom 15 (H): 0.06, atom 16 (H): 0.06, atom 17 (C): -0.31, atom 18 (H): 0.06, atom 19 (H): 0.02, atom 20 (H): -0.01, atom 21 (C): -0.25, atom 22 (H): 0.05, atom 23 (H): 0.06, atom 24 (H): 0.05, atom 25 (Pb): 1.31, atom 26 (C): -0.14, atom 27 (C): -0.12, atom 28 (C): -0.18, atom 29 (C): -0.18, atom 30 (C): -0.10, atom 31 (C): -0.15, atom 32 (C): -0.18, atom 33 (C): -0.17, atom 34 (C): -0.26, atom 35 (H): 0.09, atom 36 (H): 0.09, atom 37 (H): 0.14, atom 38 (H): 0.12, atom 39 (H): 0.14, atom 40 (H): 0.11, atom 41 (H): 0.10, atom 42 (H): 0.12, atom 43 (H): 0.14, atom 44 (H): 0.10, atom 45 (H): 0.12, atom 46 (H): 0.12, atom 47 (H): -0.03, atom 48 (H): -0.01, atom 49 (H): 0.00, atom 50 (C): -0.19, atom 51 (Si): 0.44, atom 52 (C): -0.16, atom 53 (C): -0.17, atom 54 (C): -0.28, atom 55 (H): 0.05, atom 56 (H): 0.03, atom 57 (H): 0.02, atom 58 (H): 0.07, atom 59 (H): 0.05, atom 60 (H): 0.03, atom 61 (H): 0.03, atom 62 (H): 0.04, atom 63 (H): 0.05, atom 64 (H): -0.05, atom 65 (H): -0.01

***

(4)
Below is the molecule H2N2O4S, with properties calculated with wB97M-V/def2-TZVPD.

The geometry in XYZ format:
```
9
Properties=species:S:1:pos:R:3
N 1.54634 0.39214 0.08643
N 0.55273 0.99330 0.27609
O 2.68758 0.51258 0.13691
O 1.11477 -1.11055 -0.56506
O -2.13697 1.16605 -0.37594
O -1.39176 -0.92823 0.86849
S -1.09358 -0.15925 -0.29204
H 1.66237 -1.87101 -0.18612
H -2.94148 1.00496 0.05124
```

Results
highest occupied orbital energy (alpha / beta)	-10.30 / -10.30	eV
orbital gap (alpha / beta)	9.32 / 9.32	eV
calculated total energy	-809.65389	a.u.
net charge	0
energy above the lowest of the compared OMol25 structures with the same formula, charge and spin	78.1	kcal/mol

The computed Löwdin charges, all in e, follow: atom 1 (N): -0.42, atom 2 (N): 0.06, atom 3 (O): 0.12, atom 4 (O): -0.24, atom 5 (O): -0.28, atom 6 (O): -0.40, atom 7 (S): 1.05, atom 8 (H): 0.10, atom 9 (H): 0.02

***

(5)
Below is the molecule C4H6Cl2, with properties calculated with wB97M-V/def2-TZVPD.

The geometry in XYZ format:
```
12
Properties=species:S:1:pos:R:3
C 1.82725 0.90410 0.20017
C 0.66672 -0.02394 -0.24034
C -0.52332 0.08070 0.28465
C -1.65955 -0.86624 -0.14226
H 1.34196 1.72023 0.83662
H 2.43798 1.00437 -0.68016
H 2.43321 0.29242 0.87058
H 0.81083 -0.64394 -1.12911
H -0.78061 0.82252 1.08873
H -1.62093 -1.86335 0.33185
Cl -3.05971 -0.06343 0.40810
Cl -1.87383 -1.36344 -1.82884
```

Results
highest occupied orbital energy	-10.02	eV
orbital gap	10.91	eV
calculated total energy	-1076.34902	a.u.
SMILES	C/C=C/C(Cl)Cl
net charge	0
energy above the lowest of the compared OMol25 structures with the same formula, charge and spin	20.8	kcal/mol

The computed Löwdin charges, all in e, follow: atom 1 (C): -0.08, atom 2 (C): -0.18, atom 3 (C): -0.25, atom 4 (C): -1.16, atom 5 (H): 0.10, atom 6 (H): 0.06, atom 7 (H): 0.06, atom 8 (H): 0.10, atom 9 (H): 0.10, atom 10 (H): 0.06, atom 11 (Cl): 0.62, atom 12 (Cl): 0.56

***

(6)
Below is a cluster of 2 separate species, C2H8FN2 in total, with properties calculated with wB97M-V/def2-TZVPD.

The geometry in XYZ format:
```
13
Properties=species:S:1:pos:R:3
C 0.33878 -1.46973 -0.32852
C 0.20955 -0.23327 0.62941
N -1.37349 1.34352 -0.47796
N 1.32734 0.23135 1.21428
F -1.54686 0.20438 -1.31215
H 0.80515 -2.28641 0.24519
H 1.16642 -1.20599 -0.99898
H -0.61043 -1.78003 -0.77060
H -0.71950 0.24428 1.01485
H -2.25101 2.02821 -0.28553
H -0.85267 1.92229 -1.37590
H 2.13417 -0.04524 0.62501
H 1.37255 1.04663 1.82091
```

Results
highest occupied orbital energy	-15.24	eV
orbital gap	10.42	eV
calculated total energy	-289.97586	a.u.
net charge	+1
energy above the lowest of the compared OMol25 structures with the same formula, charge and spin	74.0	kcal/mol

The computed Löwdin charges, all in e, follow: atom 1 (C): -0.01, atom 2 (C): -0.05, atom 3 (N): -0.03, atom 4 (N): 0.19, atom 5 (F): -0.17, atom 6 (H): 0.11, atom 7 (H): 0.10, atom 8 (H): 0.09, atom 9 (H): 0.12, atom 10 (H): 0.16, atom 11 (H): 0.20, atom 12 (H): 0.15, atom 13 (H): 0.15